Record 1
41
Properties=species:S:1:pos:R:3:lowdin_charge:R:1 method="wB97M-V/def2-TZVPD" gap_ev=8.62 charge=0 homo_energy_ev=-8.13 smiles="CCOc1ccc(F)c(CCNC(=S)NN2C=C[C@@H](Cl)C=N2)c1Cl" e_lumo_ev=0.48
C 5.046 -1.831 5.037 -0.07
C 4.929 -0.954 3.812 -0.26
O 3.960 0.063 4.189 -0.09
C 2.861 0.022 3.368 -0.33
C 1.687 -0.493 3.872 0.02
C 0.584 -0.722 3.017 0.02
C 0.678 -0.362 1.683 -0.22
F -0.338 -0.684 0.831 0.04
C 1.850 0.201 1.151 -0.16
C 1.944 0.634 -0.323 -0.14
C 1.701 2.181 -0.500 -0.16
N 0.439 2.681 0.119 -0.03
C -0.817 2.295 -0.359 -0.82
S -2.036 2.490 0.763 0.61
N -0.955 1.660 -1.601 0.06
N -2.214 1.457 -2.215 -0.17
C -3.199 0.593 -1.713 -0.07
C -4.383 0.403 -2.365 -0.09
C -4.597 1.127 -3.669 -0.65
Cl -6.163 2.072 -3.711 0.55
C -3.492 2.068 -4.035 -0.14
N -2.358 2.194 -3.347 0.11
C 2.959 0.370 2.005 -0.48
Cl 4.499 0.849 1.324 0.76
H 4.107 -2.368 5.255 0.09
H 5.859 -2.504 4.963 0.06
H 5.272 -1.175 5.886 0.09
H 5.862 -0.487 3.550 0.10
H 4.561 -1.537 2.928 0.13
H 1.682 -0.744 4.922 0.12
H -0.334 -1.204 3.317 0.12
H 2.899 0.370 -0.725 0.08
H 1.197 0.085 -0.907 0.10
H 1.700 2.412 -1.591 0.11
H 2.517 2.750 0.003 0.12
H 0.488 2.948 1.103 0.11
H -0.219 1.927 -2.226 0.12
H -3.003 0.088 -0.785 0.10
H -5.159 -0.225 -1.935 0.10
H -4.712 0.431 -4.447 0.07
H -3.609 2.615 -4.951 0.10

***

Record 2
7
Properties=species:S:1:pos:R:3:lowdin_charge:R:1 method="wB97M-V/def2-TZVPD" gap_ev="8.64 / 9.97" charge=0 homo_energy_ev="-9.22 / -10.84" relative_energy_ev=6.536 e_lumo_ev="-0.58 / -0.87"
C 0.195 -0.556 -0.337 -0.76
N 0.499 0.808 -0.193 -0.15
F 0.079 -1.051 -1.574 0.02
F -0.660 1.527 -0.203 -0.02
F 1.093 1.023 0.962 0.02
Cl 0.979 -1.716 0.631 0.75
H -2.185 -0.036 0.713 0.13

***

Record 3
79
Properties=species:S:1:pos:R:3:lowdin_charge:R:1 method="wB97M-V/def2-TZVPD" gap_ev=7.16 charge=0 homo_energy_ev=-6.75 relative_energy_ev=0.912 e_lumo_ev=0.41
Sr 1.263 0.021 0.242 1.26
C 4.225 1.854 5.131 -0.06
N 3.790 1.172 3.931 -0.16
C 4.809 0.523 3.120 -0.04
C 2.525 1.300 3.436 -0.45
N 2.201 1.113 2.216 0.01
N 1.556 1.607 4.378 0.14
C 0.171 1.521 4.119 -0.58
N -0.485 0.783 5.091 0.11
N -0.347 2.148 3.146 0.12
H 4.175 1.213 6.019 0.09
H 3.629 2.750 5.302 0.09
H 5.262 2.162 4.998 0.09
H 5.575 0.135 3.789 0.09
H 5.265 1.209 2.399 0.10
H 4.377 -0.315 2.576 0.09
H 3.074 1.002 1.694 0.01
H 1.801 1.351 5.321 0.13
H 0.041 -0.034 5.371 0.09
H -1.406 0.496 4.790 0.07
H -1.331 1.902 3.059 0.06
S -0.680 -0.967 2.371 0.46
C -1.049 -2.619 1.826 -0.73
C -0.942 -3.689 2.717 -0.14
C -1.221 -4.986 2.323 -0.10
C -1.621 -5.254 1.021 -0.10
C -1.731 -4.206 0.118 -0.10
C -1.464 -2.899 0.509 -0.41
As -1.368 -1.408 -0.737 1.25
C -3.113 -0.582 -0.598 -0.37
C -3.623 0.119 -1.687 -0.13
C -4.834 0.787 -1.583 -0.09
C -5.539 0.771 -0.388 -0.10
C -5.029 0.079 0.700 -0.09
C -3.820 -0.595 0.599 -0.10
C -1.551 -2.380 -2.418 -0.40
C -0.382 -2.777 -3.055 -0.12
C -0.422 -3.542 -4.211 -0.09
C -1.642 -3.913 -4.756 -0.10
C -2.817 -3.520 -4.133 -0.09
C -2.771 -2.765 -2.969 -0.11
H -0.622 -3.488 3.730 0.09
H -1.117 -5.792 3.038 0.10
H -1.842 -6.266 0.710 0.09
H -2.035 -4.419 -0.900 0.09
H -3.076 0.155 -2.623 0.10
H -5.224 1.321 -2.441 0.10
H -6.481 1.297 -0.305 0.10
H -5.570 0.064 1.637 0.10
H -3.430 -1.130 1.458 0.07
H 0.587 -2.495 -2.654 0.10
H 0.501 -3.847 -4.686 0.10
H -1.678 -4.507 -5.659 0.10
H -3.775 -3.807 -4.546 0.10
H -3.703 -2.491 -2.488 0.10
C 4.299 0.370 -2.679 -0.13
S 3.758 0.737 -1.031 0.39
O 2.479 1.477 -1.166 -0.50
O 4.792 1.469 -0.343 -0.31
O 3.449 -0.591 -0.399 -0.53
H 4.697 1.280 -3.118 0.07
H 3.449 0.014 -3.254 0.07
H 5.073 -0.389 -2.623 0.07
C 0.051 2.562 -4.648 -0.01
N 0.037 2.880 -3.231 -0.04
C 0.250 4.157 -2.827 -0.05
C 0.235 4.494 -1.525 0.00
C -0.039 3.431 -0.595 -0.38
N -0.270 2.193 -0.979 0.14
C -0.169 1.858 -2.300 -0.53
O -0.249 0.695 -2.680 -0.03
N -0.089 3.731 0.711 0.18
H -0.734 3.114 -5.164 0.09
H -0.122 1.494 -4.749 0.09
H 1.021 2.814 -5.080 0.10
H 0.443 4.871 -3.617 0.13
H 0.432 5.502 -1.199 0.11
H 0.212 4.646 0.996 0.11
H -0.092 3.025 1.449 0.04

***

Record 4
79
Properties=species:S:1:pos:R:3:lowdin_spin:R:1 method="wB97M-V/def2-TZVPD" multiplicity=2 gap_ev="6.16 / 5.83" charge=-1 homo_energy_ev="-4.87 / -4.81" relative_energy_ev=1.435 s2=0.76 e_lumo_ev="1.29 / 1.02"
Ir -0.680 -0.135 -0.068 0.66
O -3.461 -4.217 -3.464 0.00
C -2.661 -3.451 -2.688 0.00
C -2.737 -3.478 -1.297 0.00
C -1.925 -2.624 -0.598 0.00
N -1.047 -1.822 -1.211 0.01
C -0.949 -1.816 -2.541 0.00
C -1.741 -2.626 -3.322 0.00
C 0.094 -0.855 -3.073 0.01
O 0.474 -0.976 -4.229 0.01
O 0.494 -0.035 -2.185 0.17
C -1.947 -2.471 0.908 0.00
O -2.422 -3.324 1.617 0.01
O -1.369 -1.373 1.334 0.01
H -4.093 -4.687 -2.909 0.00
H -3.429 -4.113 -0.759 0.00
H -1.651 -2.588 -4.397 0.00
Br 1.517 6.505 -0.696 0.00
C 1.035 4.818 0.010 0.00
C 1.304 4.505 1.329 0.00
Br 2.193 5.731 2.459 0.00
C 0.930 3.248 1.836 0.00
Br 1.265 2.717 3.619 0.00
C 0.278 2.339 1.030 0.00
O -0.113 1.148 1.418 0.00
C 0.015 2.652 -0.321 0.01
O -0.648 1.739 -0.991 0.10
C 0.392 3.884 -0.821 0.00
Br 0.015 4.221 -2.637 0.00
O -2.652 0.025 -0.503 0.00
C -3.501 1.063 -0.905 0.00
C -3.239 2.412 -0.271 0.00
C -3.279 3.646 -0.843 0.00
C -3.068 4.695 0.097 0.00
C -2.895 4.227 1.362 0.00
S -2.986 2.517 1.425 0.00
C -3.486 1.152 -2.431 0.00
C -2.409 1.351 -3.246 0.00
C -2.739 1.286 -4.625 0.00
C -4.063 1.046 -4.837 0.00
S -4.915 0.895 -3.363 0.00
C -4.894 0.621 -0.451 0.00
C -6.018 1.371 -0.278 0.00
C -7.144 0.594 0.104 0.00
C -6.842 -0.729 0.221 0.00
S -5.194 -1.034 -0.124 0.00
H -3.407 3.792 -1.906 0.00
H -3.019 5.742 -0.167 0.00
H -2.691 4.793 2.257 0.00
H -1.416 1.536 -2.861 0.00
H -2.015 1.410 -5.418 0.00
H -4.580 0.951 -5.778 0.00
H -6.026 2.444 -0.412 0.00
H -8.126 1.004 0.296 0.00
H -7.495 -1.533 0.519 0.00
N 5.329 -2.006 3.376 0.00
C 6.650 -2.378 3.487 0.00
C 7.481 -2.592 4.582 0.00
C 8.785 -2.956 4.307 0.00
C 9.246 -3.100 2.988 0.00
C 8.415 -2.884 1.908 0.00
C 7.095 -2.514 2.164 0.00
N 6.068 -2.228 1.284 0.00
C 5.045 -1.934 2.036 0.00
C 3.720 -1.559 1.528 0.00
C 3.530 -1.386 0.163 0.00
C 2.285 -1.019 -0.307 0.00
N 1.238 -0.839 0.508 0.00
C 1.414 -0.997 1.826 0.00
C 2.630 -1.360 2.366 0.00
H 4.699 -1.803 4.130 0.00
H 7.129 -2.483 5.599 0.00
H 9.469 -3.131 5.127 0.00
H 10.276 -3.386 2.821 0.00
H 8.764 -2.993 0.890 0.00
H 4.353 -1.519 -0.523 0.00
H 2.102 -0.834 -1.355 0.00
H 0.550 -0.823 2.446 0.00
H 2.692 -1.468 3.440 0.00

***

Record 5
73
Properties=species:S:1:pos:R:3:lowdin_charge:R:1 method="wB97M-V/def2-TZVPD" gap_ev=9.11 charge=0 homo_energy_ev=-8.94 smiles="COP(=O)(OC)OC.CNC(C)=O.CNC(C)=O.ClCCCl.ClCCCl.ClCCCl.ClCCCl" relative_energy_ev=0.000 e_lumo_ev=0.18
C 4.987 39.590 1.769 -0.15
O 3.752 39.019 1.451 -0.24
P 2.935 38.089 2.603 0.53
O 3.064 38.653 3.968 -0.24
O 1.390 37.986 2.037 -0.22
C 0.565 37.046 2.776 -0.10
O 3.636 36.634 2.359 -0.23
C 3.623 35.819 1.183 -0.11
H 5.184 39.519 2.839 0.08
H 4.962 40.644 1.493 0.09
H 5.835 39.147 1.246 0.08
H 1.001 36.649 3.693 0.09
H 0.303 36.144 2.223 0.04
H -0.345 37.555 3.093 0.09
H 4.608 35.687 0.733 0.05
H 2.989 36.218 0.391 0.08
H 3.177 34.849 1.403 0.05
C 7.639 32.181 4.245 -0.02
N 9.036 31.661 3.886 0.03
C 9.981 31.684 4.823 -0.54
C 11.473 31.484 4.381 0.01
O 9.708 31.932 6.010 0.00
H 7.657 33.218 4.577 0.08
H 7.196 31.663 5.095 0.08
H 7.088 32.089 3.309 0.03
H 9.446 31.736 2.966 0.05
H 11.955 30.716 4.986 0.07
H 12.109 32.369 4.396 0.08
H 11.536 31.186 3.334 0.04
C 10.259 34.784 -0.073 -0.03
N 11.025 33.565 -0.405 0.02
C 10.886 32.462 0.313 -0.54
C 11.627 31.217 -0.212 -0.01
O 10.112 32.404 1.268 -0.02
H 9.625 34.906 -0.951 0.07
H 10.970 35.603 -0.180 0.08
H 9.779 34.961 0.890 0.10
H 11.772 33.630 -1.082 0.14
H 12.346 31.463 -0.993 0.07
H 10.922 30.506 -0.642 0.02
H 12.116 30.828 0.681 0.08
Cl -0.036 33.810 0.420 0.53
C 0.912 33.835 -1.118 -0.59
C 2.179 32.893 -0.993 -0.63
Cl 2.990 32.577 -2.585 0.50
H 1.217 34.872 -1.257 0.06
H 0.216 33.471 -1.874 0.06
H 1.786 31.912 -0.728 0.05
H 2.954 33.088 -0.251 -0.01
Cl 8.882 30.687 -2.600 0.59
C 8.231 32.225 -3.216 -0.65
C 9.335 33.125 -3.695 -0.67
Cl 8.678 34.722 -4.132 0.57
H 7.760 32.716 -2.364 0.00
H 7.468 31.964 -3.949 0.08
H 9.830 32.762 -4.596 0.07
H 10.080 33.255 -2.911 0.04
Cl 4.454 32.141 1.850 0.61
C 5.663 31.384 0.836 -0.67
C 6.781 32.413 0.488 -0.62
Cl 6.141 33.705 -0.557 0.59
H 5.164 30.983 -0.046 0.07
H 6.152 30.554 1.345 0.00
H 7.556 31.923 -0.101 0.03
H 7.297 32.913 1.307 0.05
Cl 9.017 29.294 1.225 0.64
C 8.488 27.913 0.307 -0.68
C 7.414 27.036 1.013 -0.59
Cl 5.858 27.905 1.354 0.56
H 9.380 27.343 0.046 0.07
H 8.088 28.274 -0.640 0.05
H 7.872 26.584 1.893 0.07
H 7.162 26.269 0.280 0.07

***

Record 6
121
Properties=species:S:1:pos:R:3:lowdin_charge:R:1 method="wB97M-V/def2-TZVPD" gap_ev=8.72 charge=0 homo_energy_ev=-8.37 smiles="CCCCCCCCCCCCCCCCCC[C@@H]1[C@@H](N=C(C)C)CS(=O)(=O)O[C@@H]1C[C@@H]1CO1.COC[C@@H](C)N.COC[C@@H](C)N" relative_energy_ev=1.936 e_lumo_ev=0.35
C 1.367 3.405 -0.805 -0.10
C 0.243 2.436 -0.339 -0.24
C -1.171 2.757 -0.926 -0.19
C -1.419 4.243 -1.275 -0.20
C -1.542 5.199 -0.051 -0.20
C -2.380 4.620 1.144 -0.18
C -1.398 3.941 2.167 -0.20
C -1.679 4.300 3.656 -0.20
C -2.450 3.183 4.416 -0.20
C -1.707 1.794 4.435 -0.19
C -2.572 0.634 3.838 -0.18
C -2.187 0.213 2.385 -0.21
C -1.986 -1.316 2.210 -0.21
C -1.749 -1.628 0.707 -0.21
C -1.318 -3.116 0.476 -0.19
C 0.140 -3.326 0.994 -0.18
C 1.006 -4.248 0.057 -0.19
C 2.523 -3.926 0.076 -0.14
C 2.986 -2.675 -0.714 -0.21
C 2.942 -1.334 0.094 -0.34
N 3.364 -1.507 1.479 0.10
C 3.026 -0.571 2.284 -0.35
C 1.601 -0.120 2.615 -0.03
C 4.148 0.162 3.058 -0.02
C 3.848 -0.329 -0.672 -0.12
S 3.988 -0.534 -2.467 0.66
O 5.390 -0.718 -2.752 -0.29
O 3.581 0.703 -3.089 -0.28
O 3.222 -1.827 -3.055 -0.18
C 2.365 -2.532 -2.124 -0.27
C 0.945 -1.926 -2.195 -0.06
C 0.652 -1.521 -3.699 -0.25
C 0.599 0.093 -3.978 -0.01
O -0.600 -0.953 -3.898 -0.11
H 2.287 3.169 -0.243 0.07
H 1.145 4.460 -0.578 0.06
H 1.510 3.263 -1.885 0.08
H 0.237 2.335 0.758 0.07
H 0.532 1.437 -0.728 0.08
H -1.919 2.383 -0.204 0.09
H -1.319 2.149 -1.838 0.10
H -2.379 4.294 -1.824 0.10
H -0.656 4.662 -1.952 0.11
H -2.053 6.111 -0.396 0.08
H -0.528 5.491 0.268 0.09
H -3.094 3.849 0.802 0.10
H -2.983 5.391 1.651 0.09
H -1.493 2.855 2.007 0.06
H -0.351 4.201 1.945 0.10
H -0.747 4.515 4.201 0.11
H -2.329 5.195 3.660 0.10
H -2.550 3.533 5.460 0.10
H -3.477 3.079 4.027 0.10
H -1.429 1.595 5.486 0.10
H -0.760 1.936 3.883 0.09
H -3.613 1.000 3.836 0.10
H -2.551 -0.241 4.512 0.10
H -3.017 0.500 1.710 0.11
H -1.293 0.730 1.992 0.07
H -1.092 -1.686 2.751 0.10
H -2.873 -1.828 2.618 0.12
H -2.683 -1.432 0.153 0.12
H -0.916 -1.001 0.330 0.09
H -1.440 -3.432 -0.571 0.09
H -2.024 -3.719 1.078 0.11
H 0.051 -3.872 1.953 0.11
H 0.658 -2.388 1.246 0.08
H 0.582 -4.337 -0.954 0.09
H 0.907 -5.253 0.512 0.11
H 2.850 -3.947 1.126 0.12
H 3.023 -4.789 -0.409 0.11
H 4.076 -2.831 -0.880 0.16
H 1.908 -0.936 0.087 0.10
H 0.926 -0.177 1.742 0.05
H 1.569 0.924 2.969 0.08
H 1.188 -0.772 3.402 0.10
H 4.698 0.852 2.407 0.09
H 4.806 -0.640 3.440 0.09
H 3.710 0.642 3.948 0.07
H 3.556 0.715 -0.487 0.10
H 4.865 -0.438 -0.255 0.12
H 2.283 -3.562 -2.517 0.17
H 0.746 -1.040 -1.582 0.10
H 0.120 -2.637 -2.045 0.11
H 1.104 -2.146 -4.491 0.15
H -0.156 0.854 -3.711 0.11
H 1.161 0.233 -3.003 0.03
C 2.347 -8.566 -0.786 -0.10
O 3.449 -7.777 -0.374 -0.20
C 4.367 -8.441 0.479 -0.21
C 5.407 -9.306 -0.254 -0.43
C 4.850 -10.638 -0.749 -0.07
N 6.009 -8.594 -1.386 0.04
H 2.025 -9.260 -0.005 0.09
H 2.585 -9.113 -1.701 0.08
H 1.520 -7.891 -1.013 0.08
H 4.903 -7.645 1.003 0.12
H 3.834 -9.017 1.246 0.12
H 6.200 -9.535 0.464 0.13
H 4.219 -10.523 -1.630 0.06
H 5.666 -11.307 -1.026 0.08
H 4.265 -11.132 0.030 0.08
H 6.460 -7.750 -1.041 0.07
H 5.248 -8.242 -1.963 0.07
C -6.614 8.964 -2.936 -0.11
O -6.839 8.163 -1.789 -0.19
C -6.817 6.766 -2.027 -0.21
C -5.410 6.144 -2.042 -0.43
C -4.642 6.411 -3.333 -0.06
N -4.601 6.599 -0.906 0.05
H -7.041 8.518 -3.837 0.09
H -5.546 9.146 -3.075 0.07
H -7.093 9.929 -2.766 0.09
H -7.371 6.322 -1.194 0.12
H -7.374 6.520 -2.939 0.12
H -5.534 5.060 -1.959 0.14
H -4.270 7.434 -3.392 0.07
H -3.774 5.752 -3.398 0.07
H -5.268 6.224 -4.208 0.08
H -5.075 6.340 -0.044 0.08
H -4.637 7.616 -0.904 0.08

***

Record 7
33
Properties=species:S:1:pos:R:3:lowdin_spin:R:1 method="wB97M-V/def2-TZVPD" multiplicity=3 gap_ev="4.75 / 6.76" charge=-1 homo_energy_ev="-2.37 / -4.38" relative_energy_ev=0.735 s2=2.03 e_lumo_ev="2.38 / 2.38"
Pd -1.449 -0.598 -2.135 0.30
C -0.184 3.912 -2.765 0.00
C 0.336 3.173 -1.562 0.03
N 1.099 3.882 -0.717 0.06
C 1.580 3.255 0.358 -0.01
C 1.336 1.924 0.659 0.05
C 1.927 1.331 1.897 0.01
O 3.146 0.617 1.640 0.01
C 0.542 1.190 -0.239 0.03
C 0.290 -0.228 0.032 0.39
N -0.903 -0.844 -0.162 0.17
C -1.053 -2.092 0.440 0.02
C -0.603 -2.300 1.757 0.03
C -0.741 -3.520 2.395 0.00
C -1.357 -4.584 1.745 0.04
C -1.846 -4.400 0.462 0.00
C -1.705 -3.171 -0.176 0.03
I -2.534 -2.963 -2.069 0.00
C 0.011 1.810 -1.401 0.05
O -0.701 1.178 -2.290 0.03
H 0.138 4.951 -2.730 0.00
H -1.276 3.892 -2.791 0.00
H 0.194 3.466 -3.688 0.00
H 2.190 3.873 1.013 0.00
H 1.220 0.648 2.379 0.00
H 2.150 2.117 2.625 0.00
H 3.264 0.598 0.691 0.00
H 1.121 -0.769 0.485 0.02
H -0.146 -1.476 2.288 0.00
H -0.373 -3.637 3.407 0.00
H -1.467 -5.543 2.236 0.00
H -2.343 -5.220 -0.040 0.00
O -1.860 -0.474 -3.741 0.72